This record from the Open Molecules 2025 dataset describes a gas-phase ion, C16H26FN2O (charge +1). The level of theory is ωB97M-V/def2-TZVPD.

Last column: natural (NBO) charge in e.
Element x y z (Å)
C  -3.47  0.52  0.17  -0.633
C  -2.72  0.42  1.49  -0.211
N  -1.30  0.81  1.35  -0.430
C  -1.12  2.25  1.04  -0.225
C  0.38  2.57  1.08  -0.245
N  1.09  1.33  0.90  -0.460
C  2.45  1.45  0.39  -0.212
C  2.48  1.73  -1.11  -0.398
C  1.91  0.60  -1.97  -0.442
C  0.38  0.49  -1.96  -0.058
O  -0.14  -0.41  -0.99  -0.530
C  0.05  -1.76  -1.18  0.215
C  0.60  -2.36  -2.31  -0.226
C  0.71  -3.74  -2.39  -0.206
C  0.28  -4.55  -1.35  -0.204
C  -0.27  -3.98  -0.22  -0.254
C  -0.38  -2.61  -0.15  0.334
F  -0.92  -2.03  0.96  -0.352
C  0.99  0.53  2.11  -0.232
C  -0.48  0.49  2.54  -0.223
H  -3.62  1.55  -0.14  0.217
H  -2.94  -0.02  -0.61  0.225
H  -4.45  0.07  0.28  0.249
H  -2.74  -0.62  1.83  0.234
H  -3.19  1.04  2.25  0.217
H  -0.87  0.29  0.56  0.529
H  -1.68  2.84  1.77  0.225
H  -1.53  2.44  0.05  0.226
H  0.65  3.06  2.03  0.186
H  0.63  3.26  0.28  0.230
H  2.95  0.50  0.58  0.207
H  3.01  2.24  0.92  0.187
H  3.52  1.87  -1.39  0.230
H  1.95  2.66  -1.34  0.195
H  2.22  0.77  -3.00  0.229
H  2.34  -0.35  -1.65  0.221
H  -0.07  1.45  -1.71  0.187
H  0.01  0.19  -2.95  0.195
H  0.94  -1.76  -3.13  0.220
H  1.14  -4.18  -3.27  0.230
H  0.37  -5.62  -1.43  0.233
H  -0.62  -4.58  0.61  0.242
H  1.60  0.93  2.94  0.196
H  1.35  -0.48  1.89  0.219
H  -0.75  -0.51  2.90  0.245
H  -0.71  1.21  3.33  0.218

Output
LUMO energy = -0.073 Eh
Gap between HOMO and LUMO = 9.66 eV
SMILES = CC[NH+]1CCN(CCCCOc2ccccc2F)CC1
Calculated total energy = -909.66064 a.u.
Molecular weight = 281.39 g/mol
Total charge = +1